1.
Molecular formula: C18H23HfN2O6S4Se3Te
Method: DFT, ωB97M-V/def2-TZVPD

Computed properties:
Relative energy (zero: lowest compared OMol25 entry of this formula, charge and spin): 29.1 kcal per mole
LUMO energy: 1.903 eV
Kohn-Sham gap: 6.1644 eV
DFT total energy: -282290.98397 eV
Charge: -1

Structure (XYZ):
```
58
Properties=species:S:1:pos:R:3:forces:R:3
Hf -0.0546 1.3394 0.5751 -0.69 -1.03 -0.39
C -0.8965 -1.7694 -2.3216 -0.04 -0.02 -0.13
C -1.8613 -1.1924 -1.2872 0.12 -0.35 -0.01
N -1.2805 -0.9057 0.0364 0.11 0.46 0.22
C -1.0869 -2.0887 0.8947 0.07 -0.02 0.30
C -0.2221 -3.2471 0.4213 0.06 -0.04 -0.05
S 1.5486 -2.9519 0.1323 -0.11 -0.13 0.11
C 1.7106 -3.1538 -1.6576 0.02 -0.05 0.01
C 1.5775 -1.8947 -2.5062 0.07 0.00 -0.17
N 0.3917 -1.1285 -2.2432 -0.19 0.00 -0.15
H -0.7777 -2.8441 -2.1940 0.01 0.03 0.01
H -1.3865 -1.6330 -3.2983 0.04 -0.04 0.01
H -2.2412 -0.2569 -1.6705 -0.01 0.17 -0.05
H -2.7277 -1.8642 -1.1833 0.04 0.03 0.02
H -2.0198 -0.3832 0.5126 -0.13 -0.15 -0.01
H -0.6861 -1.7288 1.8501 -0.08 -0.09 -0.25
H -2.0751 -2.5255 1.1029 0.02 0.01 0.04
H -0.2638 -3.9779 1.2326 -0.01 0.00 -0.01
H -0.6495 -3.7452 -0.4460 0.05 -0.02 -0.05
H 2.7119 -3.5632 -1.8081 -0.01 0.02 -0.01
H 1.0181 -3.9348 -1.9775 -0.01 0.01 0.02
H 2.4333 -1.2455 -2.2967 -0.04 -0.01 -0.01
H 1.6764 -2.2226 -3.5600 0.00 0.02 0.02
H 0.3879 -0.2483 -2.7443 0.01 0.04 0.10
O 1.9144 1.2426 1.7795 -0.88 0.86 1.87
S 2.6535 0.6453 0.6989 1.93 -0.26 -0.68
O 3.6740 -0.2930 1.0201 -0.01 0.03 -0.11
O 1.5708 0.1580 -0.1862 -0.56 -0.23 -0.87
C 3.3425 1.9508 -0.2922 0.22 -0.36 -0.06
C 4.2979 1.5212 -1.2142 -0.15 -0.05 0.19
C 4.7417 2.3621 -2.2104 -0.10 0.40 -0.12
C 4.2108 3.6480 -2.3050 0.25 -0.36 -0.11
C 3.2815 4.0803 -1.3850 -0.13 -0.13 0.28
C 2.8359 3.2442 -0.3523 0.37 0.50 -0.63
S 1.8124 4.0845 0.8427 0.06 0.59 0.56
O 2.5271 4.0335 2.0831 -0.04 0.07 -0.12
O 1.4976 5.3674 0.2833 0.16 -0.12 0.05
O 0.5320 3.2813 0.9216 -0.45 -0.47 -0.17
H 4.6759 0.5107 -1.1429 -0.02 -0.03 0.06
H 5.4826 2.0116 -2.9159 0.01 0.03 -0.03
H 4.5253 4.3178 -3.0936 0.03 -0.01 -0.03
H 2.8812 5.0812 -1.4375 -0.03 0.00 0.03
Se -0.3540 2.6276 -1.8586 1.05 0.26 -0.47
Se -1.5073 1.7480 -3.5393 -0.28 -0.25 -0.16
Te -4.0269 1.7277 -1.8301 0.24 -0.01 -0.04
Se -2.4798 2.3180 -0.0465 -1.10 0.49 0.74
S -0.8605 0.6891 2.8676 -0.08 0.14 0.29
C -2.4568 -0.0698 3.1181 0.12 0.03 -0.10
C -2.4699 -1.2743 3.8231 -0.16 -0.07 0.05
C -3.6654 -1.9299 4.0861 0.10 0.08 -0.03
C -4.8680 -1.3946 3.6441 0.02 -0.03 0.00
C -4.8624 -0.1916 2.9554 0.06 0.00 0.00
C -3.6701 0.4743 2.7024 0.04 0.04 0.02
H -1.5318 -1.6913 4.1658 0.02 -0.01 0.01
H -3.6531 -2.8631 4.6348 0.00 -0.02 0.01
H -5.7996 -1.9100 3.8383 -0.02 -0.01 0.01
H -5.7904 0.2420 2.6061 -0.03 0.02 0.00
H -3.6881 1.4161 2.1753 0.03 0.01 0.00
```
Positions in Å, forces in eV/Å.



2.
Molecular formula: C18H23IrN2O6SSeSi
Method: DFT, ωB97M-V/def2-TZVPD

Computed properties:
Relative energy (zero: lowest compared OMol25 entry of this formula, charge and spin): 0.0 kcal per mole
LUMO energy: 0.116 eV
Kohn-Sham gap: 7.5801 eV
DFT total energy: -121204.98380 eV

Structure (XYZ):
```
53
Properties=species:S:1:pos:R:3:forces:R:3
Ir 0.2433 0.5253 -0.7197 0.66 0.20 -0.90
O 2.2468 0.6779 -1.8619 -0.11 -0.15 0.28
C 2.8452 1.9290 -1.5170 -0.04 0.15 -0.04
C 1.7641 2.9753 -1.3705 0.18 -0.16 -0.13
C 2.1120 4.3133 -1.4344 -0.03 0.02 -0.06
C 1.1369 5.2807 -1.2690 -0.07 -0.12 0.02
C -0.1699 4.8661 -1.0650 0.12 0.06 -0.05
C -0.4450 3.5148 -1.0117 -0.24 0.00 -0.08
N 0.5007 2.5787 -1.1566 -0.09 -0.22 0.42
H 2.8290 -0.0512 -1.6105 0.05 0.05 0.07
H 3.5358 2.2315 -2.3071 -0.01 0.00 0.00
H 3.3900 1.8504 -0.5735 -0.04 -0.03 -0.01
H 3.1465 4.5790 -1.6056 0.00 0.02 -0.01
H 1.3914 6.3312 -1.3018 0.00 0.01 0.00
H -0.9777 5.5715 -0.9367 0.01 0.01 0.01
H -1.4423 3.1373 -0.8228 0.11 0.02 0.04
C 1.3678 0.5491 4.5670 -0.02 0.02 -0.07
Si 0.1758 0.8786 3.1592 0.00 0.15 -0.14
C -1.1623 -0.4190 3.0935 0.10 -0.03 0.04
C -0.6128 2.5774 3.2864 -0.02 -0.10 -0.03
Se 1.5404 0.9018 1.3088 -0.33 0.03 0.30
H 0.8729 0.6333 5.5364 -0.04 0.01 0.01
H 2.2004 1.2542 4.5488 0.00 0.02 0.01
H 1.7772 -0.4584 4.4782 0.01 -0.01 0.00
H -1.7667 -0.3495 4.0024 0.01 0.00 0.04
H -0.7583 -1.4306 3.0156 -0.01 0.08 -0.02
H -1.8212 -0.2563 2.2430 0.00 -0.01 0.04
H -1.1481 2.7158 4.2285 -0.01 -0.03 0.04
H -1.3305 2.6931 2.4697 0.01 0.01 -0.01
H 0.1360 3.3646 3.1919 0.03 0.00 0.02
C -3.6287 -0.6423 0.1317 -0.04 -0.02 0.03
O -2.2207 -0.6319 -0.1042 0.12 0.04 -0.03
C -1.6404 0.5979 -0.1499 -0.26 -0.14 0.16
O -2.3349 1.5816 0.0234 0.16 0.00 0.13
H -3.9002 -1.6900 0.2298 0.00 0.01 0.00
H -4.1623 -0.1872 -0.7028 0.01 0.01 0.01
H -3.8729 -0.0996 1.0447 -0.01 -0.01 -0.01
O -0.0201 -3.1289 1.2959 0.07 -0.01 -0.08
S 0.7843 -2.8848 0.1373 -0.01 0.02 0.08
O 2.2131 -2.9038 0.2651 -0.06 -0.02 -0.02
N 0.3042 -1.5257 -0.6531 0.00 0.05 -0.12
C -0.1174 -1.7404 -1.8974 -0.14 0.19 -0.22
O -0.4008 -0.7357 -2.5921 -0.03 -0.09 0.27
C -0.1794 -3.1723 -2.2641 -0.03 -0.03 -0.01
C -0.6428 -3.7656 -3.4240 0.05 0.03 0.05
C -0.6343 -5.1533 -3.4879 -0.01 -0.01 -0.01
C -0.1734 -5.9161 -2.4194 0.01 -0.02 0.00
C 0.2959 -5.3167 -1.2549 0.04 0.02 -0.03
C 0.2824 -3.9399 -1.2075 -0.07 0.00 0.02
H -1.0015 -3.1582 -4.2436 -0.02 0.00 0.00
H -0.9973 -5.6514 -4.3770 0.01 0.00 -0.01
H -0.1843 -6.9955 -2.4934 0.00 0.00 0.00
H 0.6543 -5.9053 -0.4219 -0.01 -0.01 0.01
```
Positions in Å, forces in eV/Å.



3.
Molecular formula: C18H23IrN3OSi
Method: DFT, ωB97M-V/def2-TZVPD

Computed properties:
Relative energy (zero: lowest compared OMol25 entry of this formula, charge and spin): 0.0 kcal per mole
LUMO energy: -4.566 eV
Kohn-Sham gap: 6.9718 eV
DFT total energy: -36267.76252 eV
Charge: +1

Structure (XYZ):
```
47
Properties=species:S:1:pos:R:3:forces:R:3
Ir -1.4142 0.0923 -0.6844 0.35 -0.32 0.08
C 2.3418 1.5100 -1.8948 0.01 0.00 0.01
C 0.9403 1.3315 -1.4336 -0.01 -0.02 -0.02
N 0.3622 0.1755 -1.3649 -0.09 0.06 0.04
N 0.9518 -1.0045 -1.6829 0.01 0.00 -0.01
C 0.1124 -2.0163 -1.4938 0.04 -0.02 -0.01
O -1.1015 -1.8796 -1.0630 -0.05 0.08 -0.03
C 0.5893 -3.3756 -1.7890 -0.01 0.00 0.00
C -0.2656 -4.4565 -1.5800 0.00 0.00 0.00
C 0.1706 -5.7419 -1.8506 0.00 0.00 0.00
C 1.4570 -5.9514 -2.3286 0.00 0.00 0.00
C 2.3108 -4.8758 -2.5383 0.00 0.00 0.00
C 1.8812 -3.5887 -2.2704 0.00 0.00 0.00
C 0.0658 2.4604 -1.0600 -0.02 -0.01 0.00
C 0.4599 3.7805 -1.1458 0.00 -0.02 -0.03
C -0.4565 4.7839 -0.8531 0.00 0.00 -0.01
C -1.7436 4.4374 -0.4904 0.00 0.01 0.03
C -2.0715 3.0937 -0.4005 -0.02 -0.02 0.02
N -1.1936 2.1282 -0.6642 0.00 0.14 0.09
H 2.7912 0.5418 -2.0907 0.00 0.00 0.00
H 2.9266 2.0317 -1.1351 0.00 0.00 0.00
H 2.3683 2.1067 -2.8087 0.00 0.00 0.00
H -1.2650 -4.2804 -1.2084 0.00 0.00 0.00
H -0.4919 -6.5814 -1.6898 0.00 0.00 0.00
H 1.7961 -6.9570 -2.5395 0.00 0.00 0.00
H 3.3118 -5.0431 -2.9120 0.00 0.00 0.00
H 2.5369 -2.7451 -2.4317 0.00 0.00 0.00
H 1.4670 4.0214 -1.4537 0.00 0.00 0.01
H -0.1641 5.8228 -0.9195 0.00 0.00 0.00
H -2.4905 5.1845 -0.2653 0.00 0.00 -0.01
H -3.0615 2.7739 -0.1030 0.01 0.00 0.02
C -2.6465 0.9833 3.1469 -0.01 0.08 0.00
Si -0.8422 0.7891 2.7000 -0.01 -0.08 -0.04
C 0.1043 -0.1405 4.0154 -0.07 -0.05 0.02
C -0.0371 2.4668 2.4903 0.02 -0.05 -0.08
C -0.7542 -0.3765 1.2004 -0.23 0.28 0.01
H -2.7719 1.6076 4.0336 -0.01 0.00 0.00
H -3.0989 0.0128 3.3595 -0.01 0.00 0.00
H -3.2221 1.4489 2.3414 0.00 0.00 0.00
H 0.1203 0.4076 4.9594 -0.02 0.02 -0.01
H 1.1401 -0.2965 3.7060 0.00 0.00 0.01
H -0.3369 -1.1200 4.2100 0.01 0.00 0.00
H -0.0742 2.9792 3.4548 0.03 -0.01 0.01
H -0.5393 3.1112 1.7705 -0.01 0.04 -0.03
H 1.0153 2.3837 2.2088 -0.01 -0.01 -0.01
H 0.2485 -0.8130 1.1535 0.03 0.02 -0.24
H -1.4266 -1.2225 1.3953 0.05 -0.12 0.17
```
Positions in Å, forces in eV/Å.